[1]
{
  "formula": "C3H5N3",
  "method": "ωB97M-V with the def2-TZVPD basis set",
  "elements": ["C", "C", "C", "N", "N", "N", "H", "H", "H", "H", "H"],
  "xyz": [[-2.353, -0.428, 0.435], [-0.407, 0.313, -0.315], [0.945, 0.712, -0.395], [-1.460, 0.346, -1.354], [-2.447, -0.130, -0.848], [-1.042, -0.224, 0.767], [-3.280, -0.814, 0.906], [1.781, -0.117, -0.402], [1.267, 1.334, 0.598], [1.154, 1.285, -1.329], [-0.347, -0.411, 1.492]],
  "mulliken_charge": [0.090, 0.641, -0.980, 0.093, 0.162, -0.017, 0.456, 0.439, 0.434, 0.362, 0.320],
  "total_charge": 2,
  "homo_lumo_gap_ev": [8.226, 6.784],
  "homo_energy_ha": [-0.867, -0.817],
  "lumo_energy_ev": [-15.36, -15.44],
  "e_above_lowest_kj_mol": 427.0
}

=====

[2]
{
  "formula": "C43H46AsGeNNaOPS",
  "method": "ωB97M-V with the def2-TZVPD basis set",
  "elements": ["Na", "O", "S", "C", "C", "C", "C", "C", "C", "C", "C", "C", "C", "C", "C", "H", "H", "H", "H", "H", "H", "H", "H", "H", "H", "N", "C", "H", "C", "Ge", "C", "C", "C", "H", "H", "H", "H", "H", "H", "H", "H", "H", "H", "H", "C", "C", "As", "C", "C", "C", "C", "C", "C", "C", "C", "C", "C", "C", "C", "P", "C", "C", "C", "C", "C", "C", "C", "C", "C", "C", "C", "C", "H", "H", "H", "H", "H", "H", "H", "H", "H", "H", "H", "H", "H", "H", "H", "H", "H", "H", "H", "H", "H", "H", "H", "H"],
  "xyz": [[-0.508, 1.778, -2.755], [-1.755, -0.032, -3.636], [-1.194, -1.238, -2.933], [-2.389, -2.542, -3.189], [-3.581, -2.241, -3.820], [-4.546, -3.235, -3.945], [-4.312, -4.500, -3.431], [-3.110, -4.786, -2.790], [-2.143, -3.805, -2.663], [0.147, -1.880, -3.912], [-0.040, -2.321, -5.217], [1.057, -2.737, -5.947], [2.326, -2.710, -5.372], [2.502, -2.263, -4.073], [1.405, -1.838, -3.334], [-3.734, -1.238, -4.197], [-5.482, -3.015, -4.441], [-5.068, -5.269, -3.525], [-2.932, -5.774, -2.387], [-1.201, -4.014, -2.169], [-1.033, -2.333, -5.649], [0.931, -3.084, -6.964], [3.181, -3.034, -5.950], [3.490, -2.225, -3.634], [1.527, -1.460, -2.326], [-2.441, 4.991, -3.249], [-2.088, 3.927, -2.958], [-2.726, 5.914, -3.503], [1.924, 4.760, -3.090], [2.659, 3.221, -2.088], [2.188, 3.572, -0.196], [4.625, 3.464, -2.155], [1.898, 1.594, -2.730], [2.422, 5.694, -2.819], [0.856, 4.873, -2.888], [2.049, 4.605, -4.163], [2.523, 4.569, 0.099], [2.656, 2.858, 0.486], [1.105, 3.525, -0.052], [4.919, 4.445, -1.774], [4.983, 3.373, -3.182], [5.124, 2.699, -1.558], [2.264, 0.750, -2.136], [2.216, 1.428, -3.767], [-0.961, 1.517, 1.437], [-1.199, 1.031, 2.862], [0.147, -0.231, 3.586], [1.714, 0.933, 3.549], [2.960, 0.327, 3.427], [4.119, 1.090, 3.376], [4.040, 2.474, 3.436], [2.802, 3.089, 3.560], [1.648, 2.322, 3.621], [-0.403, 0.023, 5.449], [0.362, 0.688, 6.401], [-0.091, 0.806, 7.709], [-1.314, 0.265, 8.079], [-2.081, -0.405, 7.136], [-1.623, -0.531, 5.833], [-1.088, 0.384, -0.019], [-2.589, -0.613, 0.297], [-2.743, -1.513, 1.355], [-3.915, -2.239, 1.500], [-4.950, -2.083, 0.586], [-4.808, -1.201, -0.473], [-3.633, -0.473, -0.616], [0.287, -0.798, 0.220], [1.574, -0.265, 0.280], [2.685, -1.094, 0.336], [2.527, -2.472, 0.321], [1.250, -3.014, 0.239], [0.141, -2.185, 0.181], [0.025, 1.983, 1.347], [-1.677, 2.315, 1.208], [-2.162, 0.526, 2.948], [-1.240, 1.886, 3.540], [3.024, -0.753, 3.353], [5.082, 0.604, 3.278], [4.940, 3.072, 3.380], [2.734, 4.169, 3.598], [0.691, 2.820, 3.724], [1.315, 1.120, 6.126], [0.515, 1.326, 8.441], [-1.666, 0.361, 9.098], [-3.035, -0.835, 7.417], [-2.226, -1.070, 5.109], [-1.931, -1.665, 2.056], [-4.017, -2.935, 2.322], [-5.861, -2.656, 0.697], [-5.604, -1.084, -1.197], [-3.515, 0.200, -1.458], [1.719, 0.808, 0.259], [3.674, -0.655, 0.381], [3.392, -3.122, 0.362], [1.118, -4.089, 0.217], [-0.846, -2.624, 0.106]],
  "mulliken_charge": [0.832, -0.942, 1.605, -0.225, 0.128, -0.650, -0.461, -0.753, -0.507, 0.099, -0.563, -0.656, -0.477, -0.785, 0.339, 0.431, 0.420, 0.405, 0.440, 0.392, 0.454, 0.405, 0.378, 0.461, -0.048, -0.083, -0.163, 0.301, -1.198, 0.602, -0.957, -1.294, -0.891, 0.364, 0.239, 0.355, 0.520, 0.048, 0.232, 0.369, 0.364, 0.348, -0.276, 0.415, -0.158, -1.732, 0.467, 0.106, -0.597, -0.599, -0.508, -0.825, 0.358, 0.253, -0.347, -0.651, -0.456, -0.617, -0.461, 0.848, 0.294, -0.040, -0.973, -0.701, -0.434, -0.847, 2.417, -1.190, -0.187, -1.012, -0.979, -0.810, -0.555, 0.708, 0.746, 0.852, 0.402, 0.407, 0.385, 0.418, 0.330, 0.345, 0.387, 0.361, 0.389, 0.371, 0.609, 0.443, 0.416, 0.446, 0.370, -0.376, 0.421, 0.412, 0.426, 0.651],
  "homo_lumo_gap_ev": 6.100,
  "homo_energy_ha": -0.219,
  "lumo_energy_ev": 0.13,
  "e_above_lowest_kj_mol": 60.3
}

=====

[3]
{
  "formula": "C15H8F3N5S",
  "method": "ωB97M-V with the def2-TZVPD basis set",
  "elements": ["F", "C", "F", "F", "C", "N", "N", "C", "C", "S", "C", "C", "C", "C", "C", "N", "N", "C", "C", "C", "C", "C", "C", "N", "H", "H", "H", "H", "H", "H", "H", "H"],
  "xyz": [[-2.069, -3.587, 2.639], [-1.649, -2.323, 2.696], [-2.662, -1.534, 2.318], [-1.316, -1.976, 3.946], [-0.469, -2.027, 1.758], [0.197, -2.948, 1.068], [1.129, -2.337, 0.246], [1.074, -1.065, 0.516], [1.822, 0.022, -0.133], [2.839, -0.289, -1.515], [1.607, -0.496, -2.710], [0.861, 0.609, -3.161], [-0.041, 0.436, -4.196], [-0.159, -0.824, -4.758], [0.504, -1.919, -4.184], [1.394, -1.761, -3.194], [1.603, 1.280, 0.219], [0.701, 1.555, 1.244], [0.561, 2.889, 1.638], [-0.398, 3.291, 2.561], [-1.247, 2.333, 3.146], [-1.107, 0.963, 2.823], [-0.111, 0.539, 1.891], [0.103, -0.785, 1.429], [0.996, 1.651, -2.741], [-0.619, 1.279, -4.608], [-0.794, -0.979, -5.609], [0.323, -2.937, -4.541], [1.235, 3.625, 1.203], [-0.472, 4.347, 2.824], [-2.036, 2.652, 3.845], [-1.799, 0.317, 3.341]],
  "mulliken_charge": [-0.255, 0.761, -0.240, -0.226, 0.218, -0.573, -0.500, 0.491, 0.256, -0.226, 0.403, -0.224, -0.371, -0.333, -0.244, -0.454, -0.597, 0.081, -0.286, -0.512, -0.805, -0.532, 1.087, 0.191, 0.316, 0.352, 0.365, 0.371, 0.419, 0.364, 0.367, 0.333],
  "smiles": "FC(F)(F)c1nnc2c(Sc3ccccn3)nc3ccccc3n12",
  "homo_lumo_gap_ev": 8.266,
  "homo_energy_ha": -0.332,
  "lumo_energy_ev": -0.78,
  "e_above_lowest_kj_mol": 38.7
}

=====

[4]
{
  "formula": "C41H112F6N11O25S6",
  "method": "ωB97M-V with the def2-TZVPD basis set",
  "elements": ["C", "C", "C", "O", "C", "N", "H", "H", "H", "H", "H", "H", "H", "H", "H", "H", "H", "H", "C", "C", "C", "O", "C", "N", "H", "H", "H", "H", "H", "H", "H", "H", "H", "H", "H", "H", "C", "C", "O", "N", "H", "H", "C", "H", "H", "H", "H", "H", "H", "C", "O", "C", "C", "N", "H", "H", "C", "C", "O", "C", "H", "H", "H", "H", "H", "H", "H", "H", "H", "H", "H", "H", "H", "H", "C", "O", "C", "C", "N", "H", "H", "C", "C", "O", "C", "H", "H", "H", "H", "H", "H", "H", "H", "H", "H", "H", "H", "H", "H", "C", "O", "C", "C", "N", "H", "H", "C", "C", "O", "C", "H", "H", "H", "H", "H", "H", "H", "H", "H", "H", "H", "H", "H", "H", "C", "O", "C", "C", "N", "H", "H", "C", "C", "O", "C", "H", "H", "H", "H", "H", "H", "H", "H", "H", "H", "H", "H", "H", "H", "C", "O", "C", "C", "N", "H", "H", "C", "C", "O", "C", "H", "H", "H", "H", "H", "H", "H", "H", "H", "H", "H", "H", "H", "H", "N", "S", "O", "O", "F", "S", "O", "O", "F", "N", "S", "O", "O", "F", "S", "O", "O", "F", "N", "S", "O", "O", "F", "S", "O", "O", "F"],
  "xyz": [[4.306, 8.602, -1.537], [4.056, 7.215, -1.946], [2.866, 6.552, -1.114], [1.731, 7.278, -1.484], [0.496, 6.798, -1.029], [3.738, 7.063, -3.333], [3.954, 6.139, -3.805], [2.765, 7.176, -3.514], [4.255, 7.771, -3.815], [5.099, 9.128, -2.032], [4.616, 8.609, -0.478], [3.417, 9.213, -1.593], [4.872, 6.514, -1.719], [3.151, 6.637, -0.038], [2.808, 5.532, -1.433], [0.428, 7.015, 0.075], [0.386, 5.726, -1.326], [-0.256, 7.393, -1.471], [-6.615, 8.263, 4.533], [-6.517, 6.738, 4.485], [-5.975, 6.055, 3.229], [-6.389, 4.728, 3.313], [-5.972, 3.865, 2.264], [-5.885, 6.129, 5.716], [-4.958, 6.509, 5.856], [-6.458, 6.171, 6.568], [-5.760, 5.158, 5.476], [-6.756, 8.597, 5.602], [-7.444, 8.648, 3.989], [-5.687, 8.779, 4.130], [-7.542, 6.385, 4.535], [-4.852, 6.092, 3.151], [-6.477, 6.595, 2.453], [-6.683, 4.063, 1.426], [-6.052, 2.819, 2.596], [-4.952, 3.994, 1.985], [1.647, 2.133, 7.620], [2.194, 2.183, 6.207], [3.069, 1.528, 5.761], [1.463, 3.047, 5.156], [1.948, 2.891, 4.178], [0.532, 2.584, 4.948], [1.385, 4.477, 5.491], [0.593, 2.389, 7.473], [2.091, 2.967, 8.281], [1.844, 1.196, 8.153], [0.520, 4.939, 5.081], [2.329, 5.041, 5.249], [1.331, 4.441, 6.569], [-4.260, -3.735, -4.477], [-4.168, -5.053, -4.998], [-4.459, -5.242, -6.359], [-4.266, -6.731, -6.515], [-5.296, -7.496, -5.767], [-6.092, -6.930, -5.530], [-5.656, -8.213, -6.438], [-4.877, -8.138, -4.455], [-5.795, -9.193, -3.954], [-5.988, -9.973, -5.117], [-6.791, -11.149, -5.006], [-5.258, -3.268, -4.560], [-3.456, -3.097, -4.896], [-4.028, -3.835, -3.425], [-3.717, -4.685, -6.961], [-5.453, -4.911, -6.620], [-3.242, -7.039, -6.215], [-4.363, -7.003, -7.521], [-4.828, -7.332, -3.722], [-3.887, -8.545, -4.564], [-6.735, -8.837, -3.500], [-5.246, -9.777, -3.202], [-7.065, -11.476, -6.043], [-7.753, -11.044, -4.462], [-6.181, -11.978, -4.680], [7.062, -3.372, 0.809], [5.800, -3.140, 0.145], [4.860, -4.151, 0.158], [4.039, -4.163, -1.064], [3.790, -2.750, -1.412], [3.328, -2.382, -0.587], [4.730, -2.324, -1.412], [3.143, -2.424, -2.740], [4.230, -2.259, -3.708], [5.198, -1.480, -3.166], [6.231, -1.418, -4.154], [7.877, -3.019, 0.142], [7.213, -4.388, 1.146], [7.156, -2.826, 1.774], [4.251, -3.939, 1.103], [5.318, -5.118, 0.344], [3.160, -4.790, -1.020], [4.623, -4.540, -1.871], [2.583, -1.509, -2.512], [2.423, -3.233, -2.947], [3.784, -1.829, -4.655], [4.522, -3.300, -4.078], [6.305, -2.342, -4.711], [7.220, -1.322, -3.692], [6.072, -0.630, -4.938], [7.192, -0.120, -0.210], [5.849, -0.099, 0.229], [5.542, 0.986, 1.020], [5.374, 0.424, 2.401], [4.552, -0.835, 2.281], [3.742, -0.547, 1.645], [5.178, -1.491, 1.736], [3.977, -1.365, 3.586], [5.006, -2.030, 4.504], [5.887, -2.823, 3.764], [6.701, -3.665, 4.624], [7.296, -1.020, -0.788], [7.835, -0.235, 0.651], [7.472, 0.752, -0.743], [4.616, 1.512, 0.763], [6.269, 1.814, 1.104], [4.841, 1.144, 3.017], [6.344, 0.165, 2.755], [3.230, -2.053, 3.213], [3.465, -0.560, 4.100], [4.448, -2.573, 5.228], [5.585, -1.227, 4.996], [6.977, -4.441, 3.943], [6.091, -4.084, 5.418], [7.559, -3.139, 5.021], [-1.185, -1.216, -9.169], [-1.114, 0.070, -8.657], [0.158, 0.461, -8.273], [-0.087, 1.717, -7.461], [-0.853, 2.770, -8.153], [-0.578, 2.795, -9.133], [-1.804, 2.375, -8.068], [-0.836, 4.051, -7.403], [-1.782, 3.939, -6.223], [-2.825, 3.072, -6.602], [-4.025, 3.327, -5.874], [-0.633, -1.471, -10.040], [-2.219, -1.279, -9.413], [-1.040, -1.925, -8.321], [0.819, 0.691, -9.148], [0.714, -0.345, -7.721], [0.809, 2.173, -7.107], [-0.761, 1.482, -6.588], [-1.189, 4.828, -8.083], [0.186, 4.123, -7.042], [-2.090, 5.003, -6.031], [-1.296, 3.679, -5.290], [-3.760, 3.653, -4.861], [-4.585, 2.402, -5.847], [-4.536, 4.125, -6.341], [-5.030, -3.966, 3.655], [-3.732, -3.461, 4.013], [-3.691, -2.164, 4.604], [-4.342, -2.391, 6.013], [-3.905, -3.739, 6.499], [-4.695, -4.347, 6.585], [-3.426, -4.260, 5.767], [-3.040, -3.971, 7.724], [-2.720, -5.458, 7.875], [-1.927, -5.865, 6.879], [-1.339, -7.061, 7.304], [-5.744, -3.109, 3.520], [-5.415, -4.566, 4.432], [-4.943, -4.677, 2.774], [-4.174, -1.467, 3.955], [-2.643, -1.847, 4.667], [-5.397, -2.423, 5.922], [-4.011, -1.666, 6.748], [-3.553, -3.524, 8.529], [-2.041, -3.499, 7.610], [-3.583, -6.124, 7.939], [-2.199, -5.482, 8.824], [-0.683, -6.951, 8.143], [-0.836, -7.505, 6.478], [-2.084, -7.772, 7.513], [3.402, 4.104, -3.816], [1.977, 3.721, -4.254], [1.211, 4.958, -4.249], [1.316, 2.578, -3.673], [2.288, 3.232, -5.841], [4.537, 2.992, -3.582], [5.676, 3.865, -3.341], [4.544, 1.810, -4.365], [4.211, 2.521, -2.152], [-1.871, 2.905, 4.657], [-2.869, 3.939, 5.169], [-4.295, 3.663, 4.965], [-2.551, 5.317, 5.145], [-2.712, 3.556, 6.755], [-2.043, 1.395, 4.611], [-2.572, 0.723, 5.758], [-0.826, 0.783, 4.160], [-3.150, 1.196, 3.442], [2.117, 0.592, 1.402], [1.352, -0.590, 0.783], [2.309, -1.704, 0.825], [0.549, -0.401, -0.345], [0.417, -1.039, 1.994], [1.730, 2.075, 1.688], [2.865, 2.604, 2.419], [0.469, 2.256, 2.289], [1.843, 2.822, 0.329]],
  "mulliken_charge": [-1.476, 0.014, -0.357, -0.416, -0.700, 0.044, 0.287, 0.332, 0.410, 0.425, 0.391, 0.379, 0.309, 0.454, 0.202, 0.269, 0.239, 0.283, -1.408, 0.204, -0.526, -0.321, -0.788, -0.086, 0.361, 0.392, 0.182, 0.378, 0.412, 0.330, 0.253, 0.276, 0.520, 0.327, 0.219, 0.354, -1.305, 0.831, -0.438, 0.827, 0.039, -0.271, -0.835, 0.409, 0.369, 0.351, 0.371, 0.286, 0.389, -0.740, -0.267, -0.494, -0.699, 0.008, 0.360, 0.443, -0.661, -0.526, -0.363, -0.758, 0.325, 0.253, 0.253, 0.345, 0.390, 0.289, 0.466, 0.335, 0.421, 0.394, 0.344, 0.267, 0.320, 0.298, -0.865, -0.232, -0.360, -0.929, 0.932, -0.150, 0.284, -0.707, -0.566, -0.144, -0.896, 0.222, 0.576, 0.127, 0.074, 0.570, 0.392, 0.474, 0.369, 0.336, 0.411, 0.457, 0.383, 0.302, 0.235, -1.024, 0.153, -0.329, -0.785, 1.979, -0.385, -0.607, -0.545, -0.913, -0.156, -0.873, 0.035, 0.387, 0.305, -0.099, 0.598, 0.273, 0.503, 0.427, 0.180, 0.525, 0.434, 0.245, 0.397, 0.297, -0.832, -0.271, -0.592, -0.396, -0.197, 0.416, 0.515, -0.578, -0.383, -0.397, -0.818, 0.338, 0.296, 0.292, 0.362, 0.371, 0.257, 0.259, 0.463, 0.195, 0.485, 0.293, 0.324, 0.261, 0.329, -0.727, -0.492, -0.360, -0.779, -0.197, 0.375, 0.537, -0.777, -0.621, -0.287, -0.873, 0.322, 0.299, 0.238, 0.483, 0.188, 0.352, 0.516, 0.521, 0.297, 0.422, 0.490, 0.334, 0.275, 0.392, -0.187, 0.936, -0.629, -0.536, -0.385, 0.930, -0.651, -0.503, -0.061, -0.150, 1.190, -0.701, -0.649, -0.348, 1.079, -0.605, -0.505, -0.277, -0.228, 1.157, -0.927, -0.670, -0.259, 0.809, -0.870, -0.411, 0.020],
  "total_charge": 5,
  "homo_lumo_gap_ev": 10.076,
  "homo_energy_ha": -0.642,
  "lumo_energy_ev": -7.40
}